# 1
Entry from OMol25: a molecular structure, C22H30N6ORu (ωB97M-V/def2-TZVPD).

```
60
Properties=species:S:1:pos:R:3:forces:R:3:nbo_charge:R:1
Ru 0.002 -0.333 0.469 0.1 0.3 1.4 1.191
C -1.857 1.276 -1.140 0.0 0.0 0.1 -0.250
C -2.030 -0.173 -1.518 0.0 0.0 0.0 -0.258
N -1.850 -1.023 -0.296 0.3 0.0 -0.2 -0.520
C -1.730 -2.460 -0.686 0.1 -0.1 0.0 -0.279
C -0.337 -2.692 -1.208 0.0 0.0 0.0 0.229
C 0.047 -3.762 -1.981 0.0 0.0 0.0 -0.205
C 1.394 -3.894 -2.316 0.0 0.0 0.0 -0.020
C 2.326 -2.966 -1.862 0.0 0.0 0.0 -0.206
C 1.893 -1.909 -1.093 0.1 0.0 0.0 0.230
C 2.795 -0.859 -0.508 0.0 0.0 0.0 -0.281
N 1.964 0.319 -0.126 -0.3 -0.1 -0.4 -0.573
C 1.655 1.169 -1.329 0.0 0.0 0.0 -0.257
C 0.577 2.159 -0.956 0.0 0.0 0.1 -0.253
N -0.599 1.436 -0.318 0.0 0.1 -0.2 -0.466
N 0.575 -1.775 -0.790 -0.2 0.0 -0.1 -0.486
H -2.687 1.611 -0.517 0.0 0.0 -0.1 0.230
H -1.827 1.926 -2.013 0.0 0.0 0.0 0.277
H -1.271 -0.483 -2.237 0.0 0.0 0.0 0.230
H -3.008 -0.347 -1.971 0.0 0.0 0.0 0.276
H -2.668 -0.924 0.305 0.0 0.0 0.1 0.430
H -2.485 -2.721 -1.430 0.0 0.0 0.0 0.272
H -1.905 -3.080 0.195 0.0 0.0 0.0 0.266
H -0.682 -4.488 -2.316 0.0 0.0 0.0 0.285
H 1.716 -4.725 -2.932 0.0 0.0 0.0 0.288
H 3.374 -3.066 -2.112 0.0 0.0 0.0 0.286
H 3.575 -0.570 -1.215 0.0 0.0 0.0 0.269
H 3.290 -1.245 0.385 0.0 0.0 0.0 0.272
H 2.473 0.885 0.553 0.0 0.0 0.1 0.445
H 1.326 0.501 -2.125 0.0 0.0 0.0 0.225
H 2.550 1.687 -1.677 0.0 0.0 0.0 0.278
H 0.240 2.742 -1.812 0.0 0.0 0.0 0.274
H 0.950 2.857 -0.206 0.0 0.0 0.0 0.246
H -0.859 2.021 0.474 0.0 0.0 0.1 0.429
C -3.119 0.497 6.285 0.1 0.0 0.0 -0.436
N -2.650 0.745 4.904 0.6 -0.7 -0.3 -0.053
N -1.532 0.184 4.383 -0.4 0.5 0.0 -0.098
C -1.543 0.436 3.009 0.2 0.1 0.5 0.486
O -0.513 0.111 2.296 -0.2 -0.5 -0.8 -0.507
C -2.709 1.140 2.722 -0.4 0.3 0.1 -0.345
C -3.384 1.316 3.923 -0.1 0.2 -0.4 0.309
C -4.693 1.954 4.199 0.0 0.0 0.0 -0.684
C -0.464 -0.266 5.183 0.5 -0.4 0.3 0.153
C 0.155 -1.491 4.857 -0.2 0.4 0.2 -0.217
C 1.164 -1.960 5.672 0.1 0.2 0.3 -0.178
C 1.568 -1.208 6.787 -0.2 0.2 -0.1 -0.076
C 0.960 0.024 7.090 0.2 -0.4 -0.1 -0.167
C -0.065 0.496 6.298 0.0 -0.2 -0.3 -0.214
H -2.549 -0.324 6.710 0.0 0.0 0.0 0.266
H -4.170 0.227 6.233 0.0 0.0 0.0 0.267
H -2.992 1.393 6.889 0.0 0.0 0.0 0.268
H -3.042 1.508 1.767 -0.1 -0.1 0.0 0.248
H -5.028 2.516 3.331 0.0 0.0 0.0 0.274
H -4.631 2.632 5.051 0.0 0.0 0.0 0.281
H -5.446 1.194 4.424 0.0 0.0 0.0 0.281
H -0.215 -2.081 4.030 0.0 0.0 0.0 0.221
H 1.622 -2.920 5.476 0.0 0.0 0.0 0.260
H 2.357 -1.581 7.428 0.0 0.0 0.0 0.269
H 1.303 0.601 7.938 0.0 0.0 0.0 0.274
H -0.523 1.454 6.506 0.0 0.0 0.0 0.246
```
Positions in Å, forces in eV/Å.

Output
- Charge: +4
- Gap between HOMO and LUMO (spin up / spin down): 3.902 / 3.936 eV

# 2
Entry from OMol25: a molecular structure, C22H31AuNOP2 (ωB97M-V/def2-TZVPD).

```
58
Properties=species:S:1:pos:R:3:forces:R:3:mulliken_spin:R:1
C -2.786 -0.443 -4.237 0.8 -1.5 -0.5 0.111
C -2.416 0.302 -3.116 -0.4 0.7 1.1 0.118
C -3.080 0.053 -1.895 -0.7 -1.1 -0.9 0.060
C -3.705 -1.265 -1.727 1.2 0.5 -2.9 0.030
C -3.780 -2.137 -2.856 -0.1 0.6 2.9 0.204
C -3.417 -1.698 -4.107 0.2 1.5 -1.0 0.083
C -3.973 -1.656 -0.426 0.7 -3.3 1.2 0.372
C -4.088 -0.668 0.551 0.1 1.6 2.8 0.034
C -3.518 0.652 0.282 -0.8 -1.0 1.1 0.033
C -3.324 1.533 1.375 -0.2 -0.3 -1.3 0.117
C -4.031 1.309 2.564 0.5 -0.8 0.7 0.106
C -4.649 0.071 2.811 0.2 1.5 0.4 0.069
C -4.567 -0.936 1.876 0.5 -0.7 -2.7 0.186
H -2.341 -0.171 -5.187 -0.2 0.0 -0.1 0.013
H -4.089 -3.152 -2.613 -0.2 0.1 -0.5 -0.008
H -3.665 -2.308 -4.971 0.3 0.2 0.0 0.006
H -3.692 -2.760 -0.105 -1.2 2.2 -0.7 -0.004
H -3.902 2.013 3.382 -0.3 0.0 -0.1 0.015
H -5.190 -0.098 3.736 0.3 0.1 0.0 0.006
H -4.873 -1.972 2.042 -0.2 0.5 0.3 -0.004
N -3.009 0.994 -0.928 0.2 -0.5 0.3 0.394
Au -0.313 -0.337 -0.089 -0.7 -1.2 2.5 0.013
C -1.266 1.294 -2.999 -0.3 -0.5 -0.3 -0.004
H -1.543 2.150 -2.335 0.2 -0.5 -0.8 0.007
H -0.830 1.564 -3.977 -0.4 0.3 0.4 0.002
C -2.219 2.536 1.147 -0.1 -0.4 0.1 -0.002
H -2.294 3.044 0.160 -0.1 -0.3 0.8 0.003
H -2.130 3.250 1.976 0.0 0.0 -0.3 0.002
P 0.094 0.395 -2.141 -1.1 -0.6 -1.1 0.010
P -0.607 1.581 1.107 0.0 2.2 1.1 0.016
C -0.227 1.304 2.846 -0.1 0.2 0.3 0.001
H 0.809 0.948 2.897 -0.2 0.1 0.1 -0.002
H -0.332 2.264 3.368 0.1 -0.4 0.2 0.001
H -0.894 0.539 3.260 0.1 0.2 0.0 0.003
C 0.523 2.913 0.709 0.4 0.6 0.3 0.001
H 0.479 3.622 1.544 0.1 0.1 -0.3 0.000
H 1.538 2.517 0.636 -0.1 0.1 0.0 0.000
H 0.243 3.424 -0.217 0.0 -0.1 0.2 0.001
C 0.601 -0.928 -3.234 0.2 0.2 -0.8 -0.001
H 0.718 -0.427 -4.205 0.2 -0.6 -0.1 0.002
H 1.576 -1.302 -2.887 -0.3 0.0 -0.2 0.000
H -0.134 -1.744 -3.289 0.3 0.4 0.1 0.001
C 1.423 1.542 -2.149 0.8 0.3 -0.5 0.001
H 2.175 1.275 -1.399 0.0 0.2 -0.2 0.000
H 1.828 1.417 -3.159 0.3 0.6 0.1 0.000
H 1.031 2.550 -1.987 0.3 -0.2 -0.1 0.000
H -1.131 -1.656 0.158 0.2 -1.9 0.0 0.004
H -0.491 -1.373 1.339 -0.5 0.9 -1.6 0.002
C 3.354 -0.881 2.330 -0.1 0.3 0.2 0.000
C 3.643 -0.265 0.982 -0.3 0.5 -0.2 -0.001
C 4.569 -1.065 0.104 0.0 0.4 -0.3 0.000
O 3.159 0.803 0.606 0.3 -1.3 0.6 0.000
H 4.285 -1.255 2.769 -0.2 0.0 0.0 0.000
H 2.679 -1.743 2.225 0.1 0.2 -0.1 0.000
H 2.909 -0.135 2.995 0.0 -0.2 -0.1 0.000
H 4.045 -1.967 -0.242 0.2 0.1 0.1 0.000
H 4.829 -0.436 -0.753 0.1 -0.3 0.1 0.000
H 5.471 -1.361 0.654 -0.3 0.0 -0.2 0.000
```
Positions in Å, forces in eV/Å.

Output
- Charge: +1
- 2S+1: 3
- Gap between HOMO and LUMO (spin up / spin down): 5.457 / 5.639 eV

# 3
Entry from OMol25: a molecular structure, C22H31Cl3LaN3O3 (ωB97M-V/def2-TZVPD).

```
63
Properties=species:S:1:pos:R:3:forces:R:3:nbo_charge:R:1
O 1.502 -2.488 0.291 1.4 -2.3 -0.9 -0.583
C 2.456 -3.025 -0.295 -0.7 1.6 -0.2 0.457
C 2.934 -4.439 -0.345 -0.2 -0.6 -0.1 -0.190
C 2.170 -5.551 0.051 0.5 -0.2 0.2 -0.140
H 1.118 -5.418 0.295 0.2 0.0 0.2 0.232
C 2.774 -6.819 0.128 0.1 0.4 -0.1 -0.225
H 2.193 -7.690 0.455 0.3 0.5 -0.1 0.222
C 4.127 -6.977 -0.217 -0.2 0.2 -0.5 -0.174
H 4.612 -7.952 -0.104 -0.2 0.4 -0.1 0.218
C 4.835 -5.918 -0.815 -0.3 0.0 0.2 -0.231
H 5.846 -6.075 -1.224 -0.6 0.1 0.3 0.224
C 4.223 -4.665 -0.890 -0.3 0.4 0.3 -0.147
H 4.717 -3.807 -1.358 0.0 -0.3 0.3 0.224
H 3.067 -2.339 -0.916 0.1 -0.2 0.2 0.161
C 3.009 0.268 2.498 0.8 0.2 0.7 -0.672
C 1.963 1.070 1.870 -2.7 -1.6 -2.4 -0.384
H 3.812 0.888 2.937 0.2 -0.3 0.1 0.165
H 3.426 -0.370 1.703 0.2 0.2 0.3 0.212
H 2.662 -0.438 3.267 -0.1 0.3 -0.1 0.215
C 1.662 2.348 1.774 0.2 1.6 0.8 -0.312
C 2.154 3.483 2.685 0.4 -0.1 -0.3 -0.656
H 1.003 2.773 0.978 -0.2 -0.6 0.5 0.153
H 3.028 3.144 3.254 -0.1 0.2 0.0 0.199
H 1.396 3.829 3.404 0.0 -0.3 -0.1 0.185
H 2.433 4.374 2.107 0.1 -0.1 0.0 0.186
La 0.029 -0.218 0.204 1.9 1.7 0.8 1.884
Cl -0.780 -1.907 2.005 -0.9 -0.8 1.0 -0.698
Cl 2.168 -0.092 -1.500 0.1 0.1 -0.8 -0.735
C -1.918 1.618 2.729 0.7 -0.4 -1.6 0.575
O -1.599 1.370 1.537 -0.8 0.4 1.7 -0.703
N -2.651 2.669 3.103 -0.4 0.1 0.2 -0.398
C -3.315 3.555 2.163 0.0 0.2 0.3 -0.418
C -3.003 2.910 4.496 0.0 -0.1 0.1 -0.405
H -1.597 0.974 3.568 0.0 0.1 -0.4 0.164
H -3.034 3.313 1.147 0.1 -0.1 -0.1 0.241
H -3.046 4.593 2.400 0.0 -0.2 -0.2 0.204
H -4.402 3.472 2.293 0.2 -0.1 -0.1 0.196
H -2.436 2.234 5.139 -0.1 0.1 -0.1 0.222
H -4.079 2.754 4.667 0.3 -0.1 -0.1 0.196
H -2.778 3.948 4.779 0.1 -0.3 -0.2 0.206
H -0.820 4.740 -3.368 0.0 -0.1 0.2 0.197
H -0.354 3.147 -5.397 0.0 -0.2 0.1 0.196
C -0.050 4.167 -2.836 0.0 0.2 -0.2 -0.419
C 0.377 2.666 -4.734 0.0 -0.1 -0.1 -0.401
N -0.020 2.804 -3.344 0.1 0.0 -0.3 -0.394
H -0.225 4.191 -1.762 0.0 -0.1 -0.1 0.247
C -0.256 1.724 -2.606 0.0 0.1 1.4 0.566
O -0.617 1.758 -1.404 0.2 -0.1 -1.3 -0.722
H 0.446 1.600 -4.969 0.1 0.3 -0.1 0.220
H -0.063 0.765 -3.122 -0.2 0.4 0.1 0.164
H 0.904 4.651 -3.077 -0.1 -0.2 0.2 0.208
H 1.343 3.155 -4.908 -0.1 -0.2 0.1 0.208
Cl -4.171 -4.251 -1.840 -0.2 -0.4 0.1 0.043
C -3.876 -2.574 -1.693 0.5 1.1 0.2 -0.088
C -4.735 -1.643 -2.283 0.5 0.3 0.1 -0.176
C -4.442 -0.280 -2.151 0.6 -0.2 0.4 -0.246
C -3.257 0.086 -1.492 -0.1 -0.4 -0.4 0.049
N -2.363 -0.822 -1.043 -1.4 -0.5 0.6 -0.494
C -2.720 -2.130 -1.028 -0.4 0.9 -0.8 0.040
H -5.600 -1.984 -2.838 0.0 0.0 0.1 0.235
H -5.082 0.507 -2.556 0.1 -0.4 0.2 0.230
H -3.021 1.144 -1.323 0.2 -0.5 -0.2 0.228
H -2.078 -2.822 -0.488 0.1 0.1 -0.2 0.242
```
Positions in Å, forces in eV/Å.

Output
- Charge: 0
- Gap between HOMO and LUMO: 5.130 eV

# 4
Entry from OMol25: 3 unconnected molecules or ions with the total composition C22H31ClN4O3SSi (ωB97M-V/def2-TZVPD).

```
63
Properties=species:S:1:pos:R:3:forces:R:3:nbo_charge:R:1
C 0.894 0.181 1.878 -0.2 -0.3 0.1 -0.616
C 0.327 -0.884 0.928 0.2 0.4 0.3 -0.426
C 0.809 -0.773 -0.513 0.2 -0.3 0.0 -0.640
Cl 0.266 0.816 -1.192 -0.1 -0.1 -0.1 -0.076
Si 0.162 -2.128 -1.654 -0.1 0.2 -0.2 1.852
C -1.709 -2.155 -1.606 -0.1 -0.2 0.1 -0.923
C -2.325 -3.250 -0.711 0.1 0.0 -0.6 -0.396
C -3.850 -3.395 -0.869 0.1 -0.3 0.7 -0.412
C -4.687 -2.758 0.245 -0.6 -0.1 -0.2 -0.222
N -5.074 -1.368 -0.055 0.7 0.1 0.3 -0.697
C -4.005 -0.435 0.175 -0.2 0.3 0.1 0.717
C -4.042 0.768 -0.729 -0.1 -0.3 0.1 -0.721
O -3.143 -0.608 1.000 0.2 -0.2 -0.2 -0.578
C 0.934 -3.817 -1.304 0.3 -0.1 -0.1 -1.001
C 0.996 -4.231 0.127 0.1 -0.3 0.2 0.803
O 0.155 -4.838 0.731 -0.2 0.2 0.0 -0.577
O 2.174 -3.862 0.719 -0.2 0.7 -0.3 -0.713
N 0.746 -1.715 -3.297 -1.0 -0.2 0.3 -0.823
C 0.018 -1.064 -4.007 0.7 0.6 0.0 0.236
S -0.810 -0.064 -4.896 0.0 -0.4 0.0 0.019
H 0.997 1.156 1.406 -0.1 0.0 0.0 0.213
H 1.862 -0.110 2.288 0.1 0.0 -0.1 0.201
H 0.217 0.272 2.726 0.1 0.2 0.1 0.234
H 0.603 -1.855 1.347 -0.1 -0.1 -0.2 0.195
H -0.762 -0.827 0.950 0.0 0.0 -0.1 0.242
H 1.899 -0.760 -0.595 0.0 0.1 0.2 0.238
H -2.060 -1.172 -1.284 0.1 0.1 -0.1 0.245
H -2.101 -2.289 -2.620 0.1 0.0 -0.1 0.241
H -2.056 -3.098 0.335 -0.1 0.0 0.0 0.221
H -1.875 -4.203 -0.996 0.0 0.0 0.1 0.206
H -4.072 -4.464 -0.815 0.0 0.0 0.0 0.213
H -4.202 -3.064 -1.847 0.0 0.1 0.0 0.210
H -4.201 -2.860 1.219 0.2 0.1 -0.1 0.196
H -5.618 -3.326 0.305 -0.1 0.1 0.0 0.199
H -5.822 -1.065 0.563 -0.3 -0.1 -0.3 0.385
H -3.211 1.436 -0.525 0.0 0.0 0.1 0.237
H -3.993 0.394 -1.753 0.0 0.1 0.0 0.243
H -5.000 1.278 -0.620 0.0 0.1 0.0 0.236
H 1.954 -3.778 -1.692 0.0 0.1 -0.1 0.274
H 0.376 -4.558 -1.877 -0.1 0.0 0.0 0.270
H 1.982 -3.604 1.631 0.1 -0.5 0.2 0.497
C 3.242 3.613 -3.288 0.0 0.0 0.0 -0.171
C 1.944 3.139 -3.377 0.1 0.0 0.0 -0.261
C 0.995 3.936 -4.000 -0.1 0.1 0.0 0.033
N 1.259 5.136 -4.514 0.1 0.0 0.0 -0.418
C 2.512 5.577 -4.417 -0.1 0.0 0.0 0.030
C 3.536 4.859 -3.819 0.0 0.0 0.0 -0.263
H 4.013 3.021 -2.810 0.0 0.0 0.0 0.214
H 1.670 2.173 -2.976 0.0 0.0 0.0 0.231
H -0.032 3.600 -4.093 0.0 0.0 0.0 0.193
H 2.698 6.557 -4.843 0.0 0.0 0.0 0.190
H 4.536 5.267 -3.771 0.0 0.0 0.0 0.217
C 3.779 2.852 5.714 0.0 0.0 0.0 -0.169
C 3.422 1.626 6.250 0.0 0.0 0.0 -0.261
C 2.270 1.013 5.782 -0.1 0.0 0.0 0.033
N 1.482 1.538 4.845 0.1 0.1 0.1 -0.420
C 1.839 2.717 4.341 -0.1 0.0 0.0 0.034
C 2.972 3.412 4.737 0.0 0.0 0.0 -0.260
H 4.672 3.363 6.051 0.0 0.0 0.0 0.217
H 4.023 1.153 7.015 0.0 0.0 0.0 0.220
H 1.957 0.051 6.173 0.0 0.0 0.0 0.192
H 1.178 3.122 3.581 0.0 0.0 0.0 0.195
H 3.213 4.367 4.290 0.0 0.0 0.0 0.221
```
Positions in Å, forces in eV/Å.

Output
- Charge: 0
- SMILES: CC[C@H](Cl)[Si@](CCCCNC(C)=O)(CC(=O)O)N=C=S.c1ccncc1.c1ccncc1
- Gap between HOMO and LUMO: 9.935 eV

no.,E (Eh),maximum force (eV Å⁻¹)
1,-1353.44092,1.5
2,-1804.95727,3.5
3,-2659.15634,3.9
4,-2449.59833,1.0